1.
Formula: C35H53EuNOP3
Source: OMol25
Level of theory: ωB97M-V with the def2-TZVPD basis set

```
94
Properties=species:S:1:pos:R:3:forces:R:3
Eu 1.416 0.065 -0.456 -0.3 0.1 0.0
P 0.585 1.788 -2.661 -0.1 0.6 0.4
P 1.014 -2.840 -0.337 -0.1 -0.1 0.6
N 1.923 -1.055 -2.825 0.1 -0.7 -1.3
C 1.700 1.180 -3.996 0.4 0.4 -0.7
H 1.267 1.539 -4.952 0.4 -0.1 0.3
H 2.685 1.690 -3.885 -0.7 -0.4 0.0
C 1.901 -0.345 -4.129 0.2 0.2 1.3
H 1.102 -0.772 -4.687 -0.8 -0.3 -0.7
H 2.828 -0.519 -4.683 0.0 0.0 -0.1
C 2.072 -2.514 -3.039 0.2 1.0 0.9
H 2.989 -2.735 -3.594 0.0 0.0 -0.1
H 1.251 -2.812 -3.640 -0.9 -0.6 -0.7
C 2.108 -3.334 -1.735 0.4 -0.9 -0.1
H 3.143 -3.392 -1.340 -0.6 0.2 -0.3
H 1.811 -4.372 -1.994 0.4 0.4 0.1
C -0.404 -4.051 -0.398 0.2 0.1 -0.3
C -1.643 -3.573 0.370 -0.2 -0.2 -0.1
H -2.452 -4.314 0.221 0.3 0.4 0.1
H -2.004 -2.602 0.004 0.1 -0.2 0.1
H -1.451 -3.494 1.448 0.0 0.0 -0.2
C 2.029 -3.225 1.193 0.0 -0.2 -0.6
C 1.205 -3.128 2.487 0.8 -0.1 0.4
H 1.918 -3.071 3.347 -0.6 -0.1 -0.5
H 0.586 -4.022 2.632 0.1 0.3 0.0
H 0.571 -2.239 2.527 0.0 -0.1 0.0
C 1.496 3.260 -1.935 0.0 -0.3 -0.6
C 0.638 4.024 -0.915 0.9 0.5 0.3
H 1.331 4.603 -0.248 -0.7 -0.4 -0.5
H 0.064 3.361 -0.267 -0.1 0.0 -0.1
H -0.033 4.741 -1.405 0.1 -0.2 0.1
C -0.947 2.412 -3.510 0.2 -0.3 -0.2
C -2.126 2.629 -2.552 -0.2 0.4 -0.4
H -3.026 2.880 -3.154 0.5 -0.1 0.4
H -1.946 3.467 -1.860 -0.1 -0.3 -0.2
H -2.352 1.742 -1.967 0.0 0.0 0.0
C -0.607 -0.768 -1.796 -2.5 -1.6 -2.4
O -1.351 -1.221 -2.564 2.1 1.3 2.0
C 2.809 -4.541 1.115 0.5 0.0 1.0
H 2.167 -5.400 1.299 0.0 0.0 -0.1
H 3.344 -4.696 0.182 0.0 0.0 0.0
H 3.568 -4.540 1.926 -0.3 -0.1 -0.4
C 2.122 4.193 -2.975 0.7 0.6 0.6
H 2.810 4.887 -2.448 -0.3 -0.3 -0.3
H 2.716 3.677 -3.733 -0.1 0.0 0.1
H 1.381 4.809 -3.471 -0.1 0.0 0.0
C -0.738 3.617 -4.428 -1.0 0.3 -0.2
H -1.650 3.737 -5.051 0.5 -0.1 0.3
H -0.643 4.554 -3.863 0.1 -0.3 -0.1
H 0.102 3.515 -5.107 0.2 0.0 0.0
C -0.064 -5.500 -0.040 -0.8 -0.4 0.1
H 0.065 -5.646 1.040 0.1 0.1 -0.3
H -0.933 -6.131 -0.322 0.4 0.3 0.1
H 0.801 -5.898 -0.566 0.1 0.1 0.0
H -0.647 -4.032 -1.475 0.0 0.0 0.2
H -1.202 1.550 -4.151 0.0 0.1 0.1
H 2.773 -2.409 1.187 -0.1 -0.1 0.0
H 2.329 2.770 -1.397 -0.1 0.1 -0.1
H 2.833 -0.747 -2.316 -0.8 -0.1 -0.4
H 3.244 -0.247 -1.420 2.1 0.9 1.6
C -2.075 -1.541 5.698 0.0 0.1 -0.7
C -2.712 -1.931 4.503 0.3 0.2 0.4
C -2.287 -1.392 3.294 0.4 0.4 -0.1
C -1.215 -0.472 3.250 -0.2 -0.1 0.8
C -0.573 -0.112 4.455 -0.5 -0.2 -0.7
C -1.014 -0.628 5.668 -0.3 -0.5 0.0
P -0.802 0.278 1.623 0.0 -0.2 0.5
C -2.419 1.031 1.254 -0.1 -0.3 -0.5
C -3.114 0.514 0.145 -0.1 0.3 0.3
C -4.453 0.862 -0.072 0.6 -0.3 0.0
C -5.073 1.738 0.806 -0.6 0.1 -0.2
C -4.397 2.268 1.900 0.7 -0.4 -0.2
C -3.071 1.891 2.129 -0.5 0.4 0.2
C 0.400 1.587 2.120 0.5 0.3 0.1
C 0.046 2.947 2.305 1.1 -1.1 0.2
C 1.005 3.850 2.749 0.2 0.5 0.1
C 2.342 3.467 2.914 -0.5 -0.6 -0.3
C 2.728 2.146 2.658 0.0 -0.4 0.1
C 1.766 1.182 2.307 -1.0 1.6 -0.1
H -2.421 -1.954 6.635 0.0 0.0 0.1
H -3.545 -2.640 4.513 0.3 0.3 0.1
H -2.806 -1.651 2.370 0.1 0.0 0.2
H 0.244 0.599 4.443 0.0 0.0 0.0
H -0.532 -0.324 6.597 -0.1 -0.1 -0.2
H -2.610 -0.171 -0.536 -0.2 0.1 0.2
H -4.983 0.424 -0.922 0.1 0.3 0.3
H -6.119 2.003 0.631 0.3 0.0 0.1
H -4.883 2.954 2.573 -0.1 0.0 0.1
H -2.559 2.261 3.013 -0.1 -0.1 -0.1
H -0.963 3.257 2.129 -0.3 0.2 0.0
H 0.703 4.887 2.969 0.2 -0.6 -0.2
H 3.075 4.186 3.236 0.1 0.1 0.0
H 3.782 1.837 2.754 -0.6 0.2 0.0
H 2.055 0.143 2.196 0.0 -0.2 0.1
```
Positions in Å, forces in eV/Å.

Values from the calculation:
Max |F| ... 3.8 eV/Å
Energy relative to the best compared isomer or geometry (same formula, charge and spin) ... 7.8 kcal per mole
Charge ... +1
Spin multiplicity ... 8
LUMO energy (spin up / spin down) ... -2.39 / -2.34 eV
Energy ... -87881.0742 eV

Atom charges from the Mulliken analysis, given in e for atoms 1 to 8: atom 1 (Eu): 0.333, atom 2 (P): 0.763, atom 3 (P): 0.890, atom 4 (N): 0.319, atom 5 (C): -0.732, atom 6 (H): 0.358, atom 7 (H): 0.373, atom 8 (C): -1.558

2.
Formula: C35H53N4OP2Zn
Source: OMol25
Level of theory: ωB97M-V with the def2-TZVPD basis set

```
96
Properties=species:S:1:pos:R:3:forces:R:3
C 2.218 2.281 0.323 0.8 0.9 -0.2
C 0.369 2.618 -1.102 -1.4 -0.9 -0.9
C 2.787 3.486 -0.074 0.6 -1.3 1.0
C 0.841 3.926 -1.388 1.0 0.9 0.4
C 2.051 4.353 -0.885 -1.2 0.1 -0.6
H 3.785 3.722 0.283 -0.1 0.1 -0.1
H 0.239 4.532 -2.055 0.2 0.0 0.0
H 2.440 5.339 -1.123 -0.1 -0.1 0.0
N 0.984 1.931 -0.074 -0.6 -0.8 0.0
P 1.909 0.260 2.231 0.6 0.0 -0.1
P -1.309 0.569 -2.468 -1.0 -0.9 0.5
C 3.034 1.285 1.168 -0.2 0.0 -0.1
H 3.585 0.609 0.491 -0.3 0.2 0.1
H 3.801 1.806 1.758 -0.3 -0.2 -0.2
C -1.100 -2.564 0.241 -1.7 -2.0 -2.1
O -1.707 -3.271 -0.430 1.7 1.9 1.9
C -0.685 2.122 -1.932 -0.1 1.5 1.0
H -1.231 2.961 -2.390 0.6 -0.1 -0.1
C -0.747 0.442 -4.346 -0.6 0.2 0.8
C -3.250 0.662 -2.340 1.0 0.4 -0.6
C 2.704 -1.432 2.518 0.1 0.6 0.3
C 1.758 1.330 3.785 0.0 -0.3 0.0
C -0.398 -1.042 -4.552 -0.1 0.2 -0.2
H -1.256 -1.696 -4.344 0.2 0.2 -0.1
H -0.084 -1.198 -5.594 0.0 -0.1 0.2
H 0.426 -1.347 -3.894 -0.2 0.0 -0.2
C -1.799 0.908 -5.355 0.2 -0.1 -0.4
H -2.749 0.368 -5.303 0.3 0.2 0.0
H -1.989 1.985 -5.262 0.0 -0.3 0.0
H -1.384 0.738 -6.361 -0.2 0.1 0.1
C 0.490 1.318 -4.547 0.0 -0.1 -0.1
H 0.891 1.156 -5.561 -0.1 0.0 0.2
H 0.244 2.382 -4.434 0.1 -0.3 0.0
H 1.279 1.072 -3.831 -0.2 0.2 -0.2
C -3.840 -0.588 -3.017 -0.1 0.1 0.1
H -3.530 -1.499 -2.485 0.0 0.2 -0.1
H -4.938 -0.532 -2.973 0.2 -0.1 0.0
H -3.556 -0.705 -4.070 -0.1 0.1 0.4
C -3.640 0.646 -0.859 0.0 0.0 0.0
H -3.323 -0.271 -0.350 0.0 0.0 -0.1
H -3.226 1.509 -0.324 0.0 -0.1 -0.2
H -4.737 0.709 -0.788 0.2 0.0 0.0
C -3.787 1.970 -2.924 -0.6 -0.1 0.0
H -3.627 2.078 -4.001 0.0 -0.1 0.3
H -4.873 1.996 -2.744 0.1 0.1 -0.1
H -3.353 2.834 -2.406 -0.1 -0.2 -0.1
C 1.020 0.556 4.890 0.0 0.1 0.2
H 0.873 1.233 5.748 0.0 -0.2 -0.2
H 0.026 0.222 4.563 0.2 0.0 0.0
H 1.582 -0.314 5.256 -0.1 0.2 -0.1
C 0.939 2.581 3.418 -0.1 0.1 -0.1
H 1.414 3.162 2.616 -0.1 -0.1 0.2
H -0.086 2.330 3.113 0.3 0.0 0.1
H 0.876 3.231 4.306 0.0 -0.2 -0.2
C 3.133 1.800 4.293 0.0 0.0 0.2
H 2.979 2.320 5.251 0.1 -0.1 -0.3
H 3.831 0.976 4.473 -0.2 0.3 0.0
H 3.600 2.516 3.606 -0.1 -0.1 0.2
C 3.307 -1.950 1.202 0.0 0.0 0.0
H 4.210 -1.391 0.921 -0.2 -0.2 0.1
H 3.604 -3.001 1.347 -0.1 0.3 0.0
H 2.598 -1.910 0.364 0.1 0.0 0.2
C 1.600 -2.396 2.992 0.1 -0.1 0.1
H 0.853 -2.594 2.211 0.2 0.1 0.1
H 2.073 -3.356 3.252 -0.2 0.2 0.0
H 1.074 -2.029 3.884 0.2 -0.1 -0.2
C 3.815 -1.361 3.569 0.2 -0.5 0.1
H 4.622 -0.679 3.268 -0.2 -0.1 0.1
H 3.450 -1.082 4.565 0.1 0.0 -0.3
H 4.253 -2.367 3.657 0.0 0.2 0.0
Zn 0.110 0.136 0.691 0.2 1.3 -0.1
N 0.759 -0.555 -1.044 3.2 0.1 -3.5
C 1.560 -0.433 -1.912 -1.5 -1.8 4.1
C 2.759 -0.772 -2.616 1.0 0.4 -0.9
C 3.133 -2.130 -2.653 0.0 -0.1 -0.1
C 3.578 0.194 -3.245 -0.3 -0.2 0.0
C 4.259 -2.524 -3.385 -0.2 0.3 0.1
H 2.527 -2.859 -2.101 0.3 0.2 -0.4
C 4.663 -0.216 -4.026 -0.2 0.0 0.3
H 3.336 1.253 -3.115 0.1 -0.4 -0.2
C 4.999 -1.571 -4.100 -0.2 -0.1 0.1
H 4.534 -3.581 -3.398 -0.1 0.4 -0.1
H 5.238 0.533 -4.583 -0.2 -0.3 0.3
H 5.838 -1.891 -4.723 -0.3 0.1 0.3
C -3.695 -1.311 4.360 -0.2 -0.1 0.3
N -2.957 -0.488 3.409 0.1 0.4 -0.2
C -3.202 0.855 3.133 0.3 -0.5 0.0
C -2.277 1.245 2.215 0.1 -0.9 0.0
N -1.476 0.145 1.904 -0.8 -0.4 0.6
C -1.906 -0.880 2.663 -0.2 1.0 -0.3
H -3.522 -0.972 5.392 0.1 -0.1 -0.4
H -4.773 -1.249 4.161 0.4 0.0 -0.1
H -3.369 -2.353 4.269 -0.1 0.3 0.0
H -4.001 1.403 3.603 0.0 -0.1 0.0
H -2.148 2.216 1.755 0.1 -0.2 0.0
H -1.501 -1.894 2.691 -0.2 0.6 0.0
```
Positions in Å, forces in eV/Å.

Values from the calculation:
Max |F| ... 4.8 eV/Å
Charge ... +1
Spin multiplicity ... 1
LUMO energy ... -2.55 eV
Energy ... -112152.5884 eV

Atom charges from the Mulliken analysis, given in e for atoms 1 to 8: atom 1 (C): 0.323, atom 2 (C): 0.182, atom 3 (C): -0.899, atom 4 (C): -1.243, atom 5 (C): -1.013, atom 6 (H): 0.506, atom 7 (H): 0.525, atom 8 (H): 0.424